# 1
A structure of composition C33H31Cl42N2O5 in a non-equilibrium geometry, computed with ωB97M-V with the def2-TZVPD basis set.

Each line ends with the Löwdin charge.
Atoms and positions in Å:
O1 -1.1993 3.6500 2.7692  -0.1408
C1 -2.4522 3.4592 2.5982  -0.5423
O2 -3.3879 3.6580 3.6137  -0.1754
C2 -3.0162 2.9190 1.1748  0.0255
C3 -2.7131 3.7135 -0.1551  -0.1414
C4 -3.2606 3.1752 -1.5704  -0.1084
C5 -4.0956 1.8663 -1.5073  -0.0369
C6 -4.4073 1.0766 -0.1942  0.0073
C7 -3.8542 1.5765 1.1636  -0.0226
C8 -4.1422 0.7219 2.5123  -0.1200
C9 -2.6822 0.2137 3.0574  -0.1868
C10 -2.4826 -1.3762 2.9147  -0.2252
N1 -1.0710 -1.8480 3.0013  -0.1380
C11 -0.2362 -1.3759 1.8612  -0.1983
C12 0.6901 -2.4926 1.1945  -0.0663
C13 1.1607 -3.8158 1.8979  -0.0191
C14 2.0855 -4.8262 1.1224  -0.0749
C15 2.5739 -4.5855 -0.3411  -0.1901
C16 2.0759 -3.2725 -1.0655  -0.1700
C17 1.1492 -2.2741 -0.2873  -0.1796
O3 0.7068 -1.0701 -0.9674  -0.0550
C18 -5.3021 -0.1780 -0.5835  -0.3123
O4 -5.8074 -1.0511 0.1678  0.0443
N2 -5.5121 -0.1400 -2.0675  0.1075
C19 -4.7779 1.0184 -2.6649  -0.2764
O5 -4.7391 1.1762 -3.9258  -0.0140
H1 -2.0985 4.6710 -0.0867  0.0635
H2 -3.0467 3.6895 -2.5691  0.0839
H3 -4.6308 1.3737 3.3254  0.1143
H4 -4.8262 -0.1733 2.2801  0.1008
H5 -1.8841 0.7460 2.4068  0.1044
H6 -2.5527 0.6181 4.1258  0.0686
H7 -2.9160 -1.7155 1.9134  0.1247
H8 -3.0425 -1.8613 3.8037  0.1209
H9 -0.6305 -1.5759 3.9070  -0.0634
H10 0.4779 -0.5648 2.2921  0.1353
H11 -0.9190 -0.8429 1.1068  0.1246
H12 0.8289 -4.0503 2.9737  0.0629
H13 2.4160 -5.7974 1.6466  0.0835
H14 3.2592 -5.3012 -0.9167  0.0735
H15 2.3956 -3.0847 -2.1584  0.0498
H16 1.0962 -0.3089 -0.4700  0.1119
H17 -6.4847 0.2306 -2.1466  0.1488
C20 -1.1935 -0.8312 7.0111  -1.4971
Cl1 -1.0897 -2.5438 7.4480  0.4959
Cl2 -0.3392 -0.5226 5.4909  0.6431
Cl3 -2.8827 -0.3218 6.8885  0.5554
H18 -0.7163 -0.2484 7.7964  -0.0708
C21 2.9113 -2.5842 6.8710  -1.5209
Cl4 2.0011 -3.0602 5.4312  0.5225
Cl5 1.8769 -2.6217 8.3076  0.4991
Cl6 4.3176 -3.6369 7.0906  0.5163
H19 3.2658 -1.5645 6.7307  0.0205
C22 5.8589 -2.0610 -0.0473  -1.5376
Cl7 5.8176 -2.1826 1.7173  0.5345
Cl8 4.4742 -2.9055 -0.7624  0.6572
Cl9 5.8801 -0.3630 -0.5546  0.5062
H20 6.7725 -2.5385 -0.4025  -0.1293
C23 5.6927 -1.5180 -4.6190  -1.5612
Cl10 6.1495 -1.8175 -6.3020  0.5156
Cl11 4.2609 -2.4631 -4.1909  0.5382
Cl12 7.0381 -1.8933 -3.5304  0.5210
H21 5.4504 -0.4605 -4.5088  -0.1050
C24 -1.6359 1.8185 10.2240  -1.4944
Cl13 -1.4517 0.1256 10.7122  0.5257
Cl14 -0.8035 2.1155 8.6896  0.5344
Cl15 -3.3479 2.2444 10.1040  0.5114
H22 -1.1800 2.4462 10.9874  0.0179
C25 7.7860 -6.0725 -0.2364  -1.4972
Cl16 7.7428 -6.1911 1.5281  0.5341
Cl17 6.4017 -6.9110 -0.9504  0.5124
Cl18 7.8144 -4.3770 -0.7451  0.5911
H23 8.6970 -6.5517 -0.5900  0.0177
C26 5.1100 2.6112 -6.3601  -1.5025
Cl19 6.2509 3.8192 -6.9686  0.5266
Cl20 4.5014 1.6006 -7.6757  0.5112
Cl21 5.8602 1.6105 -5.1091  0.5947
H24 4.2647 3.1322 -5.9140  0.0220
C27 0.7346 -0.3382 -8.3903  -1.5420
Cl22 -0.3052 0.0890 -7.0235  0.5137
Cl23 0.9012 1.0280 -9.5031  0.5050
Cl24 2.3175 -0.8630 -7.8012  0.4924
H25 0.2748 -1.1650 -8.9290  0.0011
C28 -4.5770 6.9051 -2.0666  -1.4704
Cl25 -5.5687 7.8180 -0.9186  0.5185
Cl26 -3.4097 7.9719 -2.8658  0.5072
Cl27 -3.7452 5.5683 -1.2491  0.7091
H26 -5.2335 6.4859 -2.8275  0.0186
C29 -5.7126 2.0523 -6.3225  -1.5387
Cl28 -4.3263 2.9254 -6.9914  0.5166
Cl29 -6.9867 3.1820 -5.8422  0.5134
Cl30 -6.3319 0.8786 -7.4960  0.5182
H27 -5.3822 1.5110 -5.4364  -0.0606
C30 -2.2386 5.3168 6.6002  -1.5008
Cl31 -2.2013 6.9770 7.2215  0.4750
Cl32 -0.6290 4.5880 6.7017  0.4787
Cl33 -3.4189 4.3473 7.4905  0.5037
H28 -2.5390 5.3447 5.5520  -0.0003
C31 5.7708 -9.9781 -3.5816  -1.5422
Cl34 4.6096 -9.5172 -2.3290  0.5041
Cl35 6.0671 -8.6255 -4.6830  0.5171
Cl36 7.2862 -10.5300 -2.8525  0.5089
H29 5.3473 -10.8005 -4.1552  0.0135
C32 -3.7022 0.0300 -10.3738  -1.5367
Cl37 -2.5969 1.2401 -11.0400  0.5107
Cl38 -4.3814 -0.9702 -11.6668  0.5148
Cl39 -2.8747 -0.9773 -9.1775  0.5177
H30 -4.5200 0.5495 -9.8767  -0.0219
C33 0.6404 7.6217 4.1814  -1.5175
Cl40 0.0214 6.0169 3.7844  0.5757
Cl41 -0.5432 8.5092 5.1540  0.4812
Cl42 2.1897 7.5053 5.0332  0.4982
H31 0.8003 8.1676 3.2533  0.0104

Summary:
Strongest force on any atom (eV/A): 6.23
HOMO-LUMO gap (eV): 6.78
HOMO energy (eV): -5.91
Net charge: -1

---

# 2
The molecule C16H26ClNO2, computed with ωB97M-V with the def2-TZVPD basis set.

Each line ends with the natural charge from an NBO analysis.
Atoms and positions in Å:
C1 -6.0648 -1.3928 2.1818  -0.6090
H1 -5.9222 -2.4309 1.8962  0.2129
H2 -6.0322 -1.3156 3.2657  0.2079
H3 -7.0482 -1.0750 1.8471  0.1998
C2 -4.9595 -0.5361 1.5684  -0.2125
N1 -4.8558 -0.7510 0.1331  -0.4504
C3 -3.5092 -0.6455 -0.3792  -0.2245
H4 -3.4996 -0.9782 -1.4177  0.2045
C4 -2.8619 0.7503 -0.3184  -0.0854
O1 -1.5600 0.6362 -0.8524  -0.5409
C5 -0.8340 1.8415 -0.8743  -0.0983
C6 -0.2303 2.2078 0.5023  -0.1005
O2 1.1598 2.4258 0.4598  -0.4925
C7 1.9930 1.3554 0.2921  0.3047
C8 3.3554 1.6427 0.3495  -0.2231
C9 4.3052 0.6479 0.2049  -0.0504
C10 3.8602 -0.6562 -0.0008  0.0164
C11 2.5096 -0.9730 -0.0691  -0.0235
C12 1.5783 0.0471 0.0805  -0.3216
H5 0.5325 -0.2041 0.0079  0.2320
C13 2.0613 -2.3814 -0.3037  -0.6343
H6 2.4033 -3.0267 0.5048  0.2265
H7 2.4871 -2.7634 -1.2306  0.2274
H8 0.9780 -2.4347 -0.3656  0.2161
Cl1 5.0324 -1.9232 -0.1840  -0.0285
C14 5.7674 0.9589 0.2682  -0.6300
H9 5.9277 2.0210 0.4291  0.2153
H10 6.2567 0.6630 -0.6590  0.2271
H11 6.2368 0.4029 1.0790  0.2270
H12 3.6559 2.6656 0.5121  0.2154
H13 -0.4696 1.4129 1.2213  0.1822
H14 -0.6404 3.1508 0.8719  0.1971
H15 -0.0184 1.6855 -1.5856  0.2084
H16 -1.4671 2.6586 -1.2449  0.1734
H17 -3.4403 1.4733 -0.9126  0.1619
H18 -2.8287 1.1101 0.7204  0.1597
H19 -2.8773 -1.3344 0.1875  0.1994
C15 -5.8585 -0.0041 -0.6094  -0.2124
C16 -5.9608 -0.4404 -2.0660  -0.6180
H20 -6.0076 -1.5245 -2.1219  0.2153
H21 -6.8653 -0.0275 -2.5062  0.2137
H22 -5.1124 -0.0940 -2.6500  0.2012
H23 -5.6852 1.0859 -0.5580  0.1567
H24 -6.8171 -0.2025 -0.1257  0.1963
H25 -5.1371 0.5249 1.8132  0.1637
H26 -4.0101 -0.8287 2.0222  0.1938

Summary:
SMILES: CCN(CC)CCOCCOc1cc(C)c(Cl)c(C)c1
Strongest force on any atom (eV/A): 0.43
HOMO-LUMO gap (eV): 9.03
Energy relative to the best compared isomer or geometry (same formula, charge and spin) (kcal per mole): 2.9
HOMO energy (eV): -8.22
Net charge: 0

---

# 3
A cluster of 3 separate species, C24H51ClN4O4P in total in a non-equilibrium geometry, computed with ωB97M-V with the def2-TZVPD basis set.

Each line ends with the Löwdin charge.
Atoms and positions in Å:
C1 -0.4182 -5.7191 -0.2799  -0.0806
C2 -1.1129 -6.2356 -1.6017  -0.2669
O1 -2.4592 -5.7532 -1.5925  -0.1817
C3 -2.9535 -5.5413 -2.9280  -0.1566
C4 -4.1358 -4.4538 -2.8287  -0.1526
O2 -4.0354 -3.8525 -1.5338  -0.1689
C5 -4.3499 -2.4601 -1.5425  -0.1621
C6 -3.5731 -1.7805 -0.3275  -0.1268
O3 -2.7466 -0.7516 -0.9019  -0.1987
C7 -1.5162 -0.5983 -0.2277  -0.1799
C8 -0.2533 -0.7770 -1.1242  -0.0969
C9 0.9759 -1.2935 -0.4814  0.0389
C10 2.2429 -1.4617 -1.2196  -0.2823
P1 3.7956 -2.0690 -0.3380  0.8514
N1 5.0776 -1.0550 -0.9669  -0.1808
O4 4.1391 -3.6728 -0.7385  -0.3043
C11 2.1883 -1.1231 -2.6443  -0.0123
N2 1.0301 -0.6444 -3.2167  0.0681
C12 -0.1420 -0.4528 -2.5280  -0.5191
Cl1 -1.4963 0.2204 -3.4282  0.7939
H1 -0.2667 -4.6059 -0.3193  0.0538
H2 -1.1092 -5.9101 0.5839  0.0835
H3 0.5663 -6.2277 -0.1065  0.0776
H4 -1.1046 -7.3588 -1.5682  0.1266
H5 -0.5022 -5.8413 -2.4592  0.1116
H6 -3.3960 -6.5242 -3.2508  0.1297
H7 -2.1477 -5.2250 -3.6401  0.1140
H8 -4.1011 -3.7225 -3.6740  0.1204
H9 -5.0990 -5.0301 -2.8557  0.1285
H10 -4.0123 -1.9450 -2.4914  0.1203
H11 -5.4601 -2.3151 -1.4822  0.1325
H12 -4.3809 -1.3453 0.3281  0.1299
H13 -3.0057 -2.5968 0.1874  0.1362
H14 -1.3888 -1.2989 0.6478  0.1390
H15 -1.4483 0.4386 0.2212  0.1453
H16 1.0138 -1.5709 0.6003  0.1275
H17 5.5124 -1.4896 -1.7913  0.0416
H18 5.8155 -0.9804 -0.2568  0.0383
H19 3.8068 -3.8083 -1.6503  0.0489
H20 3.0787 -1.2208 -3.3050  0.1438
H21 1.0451 -0.4094 -4.2115  0.1666
C13 6.6472 2.3407 -1.5910  -0.0969
C14 6.4424 2.5210 -0.0934  -0.2832
N3 7.5360 2.0068 0.7168  -0.2006
C15 7.2193 1.9550 2.1403  -0.2534
C16 6.9750 3.2799 2.8659  -0.0858
C17 8.8656 2.5092 0.3931  -0.2471
C18 9.0946 4.0208 0.4730  -0.0821
H22 6.8040 1.2890 -1.8419  0.0595
H23 5.7599 2.6852 -2.1280  0.0707
H24 7.4939 2.9190 -1.9648  0.0674
H25 5.5278 1.9816 0.1736  0.1048
H26 6.2477 3.5835 0.1083  0.0998
H27 8.0097 1.4080 2.6632  0.1128
H28 6.3233 1.3341 2.2619  0.1033
H29 7.9063 3.8094 3.0614  0.0576
H30 6.5122 3.0856 3.8368  0.0730
H31 6.3050 3.9414 2.3146  0.0669
H32 9.1188 2.1804 -0.6195  0.1001
H33 9.6030 2.0075 1.0268  0.1164
H34 8.2710 4.5937 0.0422  0.0690
H35 9.9975 4.2841 -0.0836  0.0749
H36 9.2489 4.3521 1.4987  0.0563
C19 -4.5430 2.1179 0.4030  -0.0861
C20 -5.0016 2.6463 1.7558  -0.2718
N4 -6.3009 3.2963 1.7232  -0.1957
C21 -6.6137 4.0142 2.9542  -0.2468
C22 -6.7789 3.1946 4.2362  -0.0875
C23 -7.3946 2.5136 1.1642  -0.2461
C24 -7.7254 1.1746 1.8298  -0.0847
H37 -4.5147 2.9153 -0.3427  0.0838
H38 -3.5342 1.7056 0.4915  0.0516
H39 -5.1875 1.3171 0.0345  0.0598
H40 -4.2554 3.3748 2.0866  0.1189
H41 -4.9749 1.8208 2.4823  0.0980
H42 -7.5167 4.6123 2.8001  0.1138
H43 -5.8187 4.7492 3.1243  0.1096
H44 -7.7354 2.6741 4.2610  0.0558
H45 -6.7597 3.8614 5.1018  0.0732
H46 -5.9792 2.4646 4.3722  0.0652
H47 -7.1751 2.3232 0.1089  0.0994
H48 -8.2996 3.1277 1.1400  0.1172
H49 -6.8321 0.5990 2.0823  0.0632
H50 -8.3219 0.5635 1.1470  0.0722
H51 -8.3188 1.3082 2.7329  0.0561

Summary:
Strongest force on any atom (eV/A): 3.60
HOMO-LUMO gap (eV): 4.98
HOMO energy (eV): -9.69
Net charge: +1

---

# 4
The molecule C4H5NO2S, computed with ωB97M-V with the def2-TZVPD basis set.

Each line ends with the natural charge from an NBO analysis.
Atoms and positions in Å:
C1 0.8642 -0.1673 0.0667  0.0062
C2 -0.2203 -1.1475 0.3829  -0.1089
C3 -1.9450 0.2684 -0.3137  0.1210
C4 -1.2916 1.3961 -0.0495  -0.4832
H1 3.7732 -0.0806 -0.4759  0.4810
H2 -0.5061 -1.0364 1.4240  0.1916
H3 0.1044 -2.1508 0.1866  0.2242
H4 -3.0435 0.2421 -0.4655  0.2016
H5 -1.8317 2.3324 0.0162  0.2427
N1 2.0425 -0.6292 -0.1165  -0.1412
O1 2.9677 0.3957 -0.3089  -0.5652
O2 -1.3841 -0.9661 -0.4155  -0.4884
S1 0.4702 1.5433 0.0691  0.3185

Summary:
SMILES: O/N=C1/COC=CS1
Strongest force on any atom (eV/A): 0.89
HOMO-LUMO gap (eV): 9.13
Energy relative to the best compared isomer or geometry (same formula, charge and spin) (kcal per mole): 76.7
HOMO energy (eV): -8.33
Net charge: 0

---

# 5
A cluster of 2 separate species, C3H7N2O2P in total in a non-equilibrium geometry, computed with ωB97M-V with the def2-TZVPD basis set.

Each line ends with the natural charge from an NBO analysis.
Atoms and positions in Å:
C1 -0.5453 0.7872 1.4183  0.6851
C2 -1.0381 0.3248 -1.5837  -0.6144
C3 -1.1756 -0.7242 -0.3967  -0.2238
N1 -0.2335 1.5529 2.2483  -0.7080
N2 -0.4412 -0.1607 0.6452  -0.5754
O1 2.5472 0.0706 -0.1316  -1.0248
O2 2.2169 -2.3579 0.1342  -1.0480
P1 1.9785 -1.1511 0.8311  1.5427
H1 -1.7773 0.3122 -2.4358  0.2150
H2 -0.9890 1.2937 -1.1216  0.2013
H3 -0.0690 0.1049 -2.0662  0.2181
H4 -2.3687 -0.8664 -0.2750  0.1893
H5 -0.6468 -1.6659 -0.6112  0.2206
H6 2.4121 0.9907 0.1931  0.5011
H7 0.1298 1.4890 3.1515  0.4211

Summary:
SMILES: CCN=C=N.O=PO
Strongest force on any atom (eV/A): 4.47
HOMO-LUMO gap (eV): 9.90
Energy relative to the best compared isomer or geometry (same formula, charge and spin) (kcal per mole): 29.7
HOMO energy (eV): -9.57
Net charge: 0

---

# 6
A structure of composition C27H33N4NiO2Si, computed with ωB97M-V with the def2-TZVPD basis set.

Each line ends with the natural charge from an NBO analysis.
Atoms and positions in Å:
Ni1 -0.5074 0.8413 -0.3023  1.2271
O1 0.0691 3.6572 -2.5868  -0.6402
C1 0.3249 3.2902 -1.4422  0.6032
N1 -0.5368 3.0958 -0.4280  -0.7313
C2 -0.0751 3.3524 0.8656  0.1260
C3 0.6994 4.4573 1.2127  -0.2769
C4 1.0348 4.7039 2.5420  -0.2289
C5 0.5827 3.8717 3.5506  -0.2612
C6 -0.1999 2.7611 3.2333  -0.2350
C7 -0.5088 2.4913 1.9139  0.1835
N2 -1.2303 1.3920 1.4339  -0.7740
C8 -2.5010 1.1634 1.7426  0.6160
O2 -3.1330 1.4329 2.7655  -0.6729
C9 -3.2524 0.5877 0.5452  0.1473
C10 -4.5855 0.2198 0.6628  -0.2218
C11 -5.2765 -0.1558 -0.4735  -0.1736
C12 -4.6213 -0.1433 -1.6957  -0.2536
C13 -3.2878 0.2270 -1.7255  0.0507
N3 -2.6191 0.5814 -0.6334  -0.4704
C14 1.7378 2.7899 -1.1675  0.1543
C15 2.8898 3.4796 -1.5152  -0.2354
C16 4.1120 2.9431 -1.1597  -0.1607
C17 4.1422 1.7245 -0.4955  -0.2736
C18 2.9448 1.0781 -0.2414  0.0549
N4 1.7615 1.5911 -0.5735  -0.4903
H1 1.0075 5.1533 0.4401  0.1998
H2 1.6398 5.5703 2.7842  0.1940
H3 0.8295 4.0785 4.5848  0.1955
H4 -0.5676 2.0947 4.0020  0.2179
H5 -5.0359 0.2602 1.6445  0.2452
H6 -6.3185 -0.4458 -0.4136  0.2084
H7 -5.1256 -0.4165 -2.6125  0.2128
H8 -2.7272 0.2427 -2.6526  0.2044
H9 2.7969 4.4227 -2.0353  0.2296
H10 5.0315 3.4694 -1.3857  0.2081
H11 5.0734 1.2727 -0.1829  0.2139
H12 2.9262 0.1150 0.2460  0.2125
C19 -1.9001 -2.4893 -0.5036  -1.1571
Si1 -0.2161 -1.5824 -0.3555  0.9538
C20 0.7104 -2.2879 -1.9314  -0.4869
C21 2.2305 -2.1544 -1.8459  -0.6079
C22 0.3743 -3.7478 -2.2559  -0.6108
C23 0.2404 -1.4389 -3.1225  -0.6091
C24 0.4873 -2.3354 1.2978  -0.4934
C25 -0.6156 -2.1785 2.3551  -0.6113
C26 1.7060 -1.5689 1.8105  -0.6075
C27 0.8551 -3.8176 1.2125  -0.6075
H13 -1.8012 -3.5546 -0.2721  0.2077
H14 -2.3066 -2.4158 -1.5145  0.2167
H15 -2.6505 -2.0779 0.1727  0.2246
H16 2.6470 -2.7016 -0.9960  0.1973
H17 2.5345 -1.1110 -1.7632  0.2080
H18 2.6970 -2.5566 -2.7547  0.1867
H19 0.7361 -4.4366 -1.4915  0.2023
H20 0.8441 -4.0365 -3.2055  0.1842
H21 -0.7001 -3.9060 -2.3631  0.2045
H22 0.4660 -0.3787 -2.9788  0.2135
H23 -0.8363 -1.5342 -3.2882  0.1981
H24 0.7432 -1.7620 -4.0434  0.1891
H25 -0.9324 -1.1381 2.4572  0.2291
H26 -0.2434 -2.5106 3.3329  0.1873
H27 -1.4954 -2.7803 2.1208  0.2021
H28 1.4915 -0.5023 1.9208  0.2207
H29 2.5690 -1.6862 1.1513  0.1879
H30 2.0018 -1.9501 2.7966  0.1893
H31 0.0316 -4.4285 0.8357  0.1995
H32 1.1177 -4.1972 2.2089  0.1883
H33 1.7202 -3.9850 0.5658  0.1951

Summary:
2S+1: 3
Strongest force on any atom (eV/A): 0.43
HOMO-LUMO gap (alpha / beta) (eV): 6.79 / 6.92
HOMO energy (alpha / beta) (eV): -4.02 / -4.16
Net charge: -1